Record 1
{
  "formula": "H20O10",
  "method": "ωB97M-V with the def2-TZVPD basis set",
  "elements": ["H", "H", "H", "H", "H", "H", "H", "H", "H", "H", "H", "H", "H", "H", "H", "H", "H", "H", "H", "H", "O", "O", "O", "O", "O", "O", "O", "O", "O", "O"],
  "coordinates": [[0.19312, 0.84341, -0.69765], [-0.90654, 1.20445, 0.28746], [1.27888, 4.01252, -2.18268], [2.21695, 2.97400, -1.58976], [-2.40778, -3.53271, 2.05744], [-1.95383, -3.21696, 0.64172], [-1.84649, 3.96984, -2.39129], [-2.76710, 5.17682, -2.46698], [-1.41241, -0.47094, 3.10105], [-0.79125, 0.34472, 4.22306], [1.68211, -1.91475, -3.67831], [0.90755, -0.76575, -3.05391], [-4.09819, -0.48489, 0.50955], [-2.95002, -0.24671, 1.47651], [1.77476, 0.72239, 2.43875], [0.53200, 1.48267, 2.87182], [1.67138, -3.68833, -2.44540], [0.24436, -3.23894, -2.17764], [4.95070, -0.75594, 1.62494], [3.76509, -1.26001, 0.81853], [-0.68648, 0.57534, -0.40881], [1.29989, 3.10622, -1.85532], [-1.68276, -3.68332, 1.44048], [-2.07814, 4.71460, -2.95757], [-0.68952, 0.13886, 3.28697], [0.84955, -1.71008, -3.23792], [-3.91187, -0.29324, 1.43558], [1.36924, 1.14164, 3.20607], [1.02298, -3.59865, -1.73793], [4.42385, -1.54627, 1.46125]],
  "spin_multiplicity": 1,
  "relative_energy_kcal_mol": 101.9,
  "e_lumo_ev": -0.28,
  "homo_energy_ev": -10.442,
  "smiles": "O.O.O.O.O.O.O.O.O.O"
}



Record 2
{
  "formula": "C4H11ClFeMoNO2",
  "method": "ωB97M-V with the def2-TZVPD basis set",
  "elements": ["Fe", "Cl", "C", "C", "H", "H", "H", "H", "H", "H", "Mo", "C", "C", "H", "H", "H", "H", "H", "O", "N", "O"],
  "coordinates": [[-0.13032, -1.32314, -0.59133], [-0.53006, -1.22188, 1.65189], [1.85159, -1.14375, -0.73721], [-0.01458, -3.07644, -1.48448], [2.19295, -1.81757, -1.54905], [2.09435, -0.08069, -0.97248], [2.30757, -1.43058, 0.23275], [0.88264, -3.21188, -2.14379], [-0.87270, -3.24064, -2.15567], [0.02829, -3.96975, -0.82443], [-0.67787, 0.92234, 0.85035], [0.59370, 2.36451, 1.48159], [-0.81483, 0.73193, -1.05948], [1.46807, 2.33887, 0.77717], [0.12489, 3.37042, 1.38823], [0.99521, 2.27371, 2.50349], [-1.66347, 1.34999, -1.43646], [-0.12940, 0.43631, -1.86064], [-2.74313, 3.18588, 1.42219], [-2.27390, 2.08071, 1.73325], [-2.68899, 1.46168, 2.77411]],
  "spin_multiplicity": 8,
  "relative_energy_kcal_mol": 0.0,
  "e_lumo_ev": [-0.89, -2.39],
  "homo_energy_ev": [-8.569, -9.790]
}



Record 3
{
  "formula": "C5H10O",
  "method": "ωB97M-V with the def2-TZVPD basis set",
  "elements": ["C", "C", "C", "C", "C", "O", "H", "H", "H", "H", "H", "H", "H", "H", "H", "H"],
  "coordinates": [[0.41891, 0.92580, -1.38438], [-0.02284, -0.45963, -0.96861], [0.82122, -1.33461, -0.08780], [-0.49130, -0.80024, 0.42399], [-0.48234, 0.20412, 1.55701], [-1.42652, 1.24832, 1.41612], [-0.43976, 1.53396, -1.69617], [0.94235, 1.45512, -0.57950], [1.10625, 0.87376, -2.23648], [-0.55987, -0.98941, -1.75411], [0.91659, -2.39081, -0.32157], [1.72147, -0.89035, 0.33472], [-1.32107, -1.50327, 0.46362], [-0.74991, -0.30796, 2.48699], [0.53285, 0.60771, 1.69818], [-1.14191, 1.79012, 0.66994]],
  "spin_multiplicity": 1,
  "relative_energy_kcal_mol": 25.8,
  "e_lumo_ev": 1.04,
  "homo_energy_ev": -10.189,
  "smiles": "C[C@H]1C[C@H]1CO"
}



Record 4
{
  "formula": "HOS3",
  "method": "ωB97M-V with the def2-TZVPD basis set",
  "elements": ["O", "S", "S", "S", "H"],
  "coordinates": [[-0.87339, 1.15720, 1.89250], [1.36874, -0.65608, 1.88234], [-0.45061, 0.15909, -2.52438], [-0.02599, 0.41073, 0.99324], [-0.01876, -1.07094, -2.24371]],
  "spin_multiplicity": 1,
  "relative_energy_kcal_mol": 17.2,
  "e_lumo_ev": [1.46, 1.46],
  "homo_energy_ev": [-2.884, -2.886],
  "charge": -1
}



Record 5
{
  "formula": "C7H11ClN2O2",
  "method": "ωB97M-V with the def2-TZVPD basis set",
  "elements": ["N", "C", "C", "C", "C", "O", "Cl", "C", "N", "C", "O", "C", "H", "H", "H", "H", "H", "H", "H", "H", "H", "H", "H"],
  "coordinates": [[-2.21527, 0.18861, 1.03253], [-1.47199, -0.76493, 0.12225], [0.01715, -0.23119, -0.35322], [0.88073, -1.60851, -0.69733], [1.98638, -1.90376, 0.50077], [1.68740, -2.48018, 1.67176], [3.77268, -1.37761, 0.21777], [-0.00842, 0.90324, -1.58119], [-0.23873, 2.25639, -0.87596], [0.24158, 2.26327, 0.56290], [0.20785, 3.19647, 1.51805], [0.82864, 0.71134, 0.76445], [-3.22869, 0.22966, 0.78006], [-2.08144, -0.03077, 2.04470], [-2.11382, -0.85782, -0.87725], [-1.45598, -1.81167, 0.65604], [0.21109, -2.57422, -0.76397], [1.47476, -1.54188, -1.71477], [1.05793, 0.92455, -2.07120], [-0.92314, 0.87158, -2.31737], [-1.24453, 2.55190, -0.92283], [1.97357, 0.88721, 0.49876], [0.64223, 0.19834, 1.80503]],
  "spin_multiplicity": 1,
  "relative_energy_kcal_mol": 0.0,
  "e_lumo_ev": -0.20,
  "homo_energy_ev": -9.563,
  "smiles": "NC[C@@]1(CC(=O)Cl)CNC(=O)C1"
}



Record 6
{
  "formula": "C4H14N2O2",
  "method": "ωB97M-V with the def2-TZVPD basis set",
  "elements": ["C", "C", "C", "C", "O", "H", "H", "H", "H", "H", "H", "H", "H", "H", "H", "N", "N", "O", "H", "H", "H", "H"],
  "coordinates": [[-1.38497, 0.05302, -0.14004], [-1.46780, 0.70134, 1.21642], [-0.82078, -1.34671, -0.11939], [-0.24582, 1.04683, -1.19645], [-2.62585, 0.13967, -0.74584], [-2.62054, -0.36584, -1.56625], [-2.11913, 0.11285, 1.86655], [-1.88112, 1.70405, 1.12885], [-0.47507, 0.73392, 1.66177], [-0.79739, -1.77696, -1.12134], [0.18496, -1.34588, 0.29716], [-1.43957, -1.98848, 0.50928], [-0.66234, 2.04609, -1.08794], [0.79153, 0.95384, -1.50473], [-0.63001, 0.70316, -2.15900], [1.74744, 0.72050, 0.91726], [2.52338, -1.34103, 0.23125], [2.72252, 0.06677, 0.09584], [2.72561, -1.71196, -0.69271], [0.94946, 1.13056, 0.11926], [2.29036, 1.43147, 1.40661], [3.23515, -1.66723, 0.88346]],
  "spin_multiplicity": 1,
  "relative_energy_kcal_mol": 126.9,
  "e_lumo_ev": 0.89,
  "homo_energy_ev": -9.264,
  "smiles": "CC(C)(C)O.NON"
}



Record 7
{
  "formula": "C39H38N7O8PSY",
  "method": "ωB97M-V with the def2-TZVPD basis set",
  "elements": ["Y", "C", "O", "C", "C", "C", "C", "C", "C", "N", "N", "C", "C", "O", "C", "C", "C", "C", "C", "C", "C", "C", "H", "H", "H", "H", "H", "H", "H", "H", "H", "H", "H", "H", "H", "N", "N", "C", "N", "N", "N", "O", "O", "H", "H", "H", "H", "H", "C", "C", "C", "C", "C", "C", "C", "P", "C", "C", "C", "C", "C", "C", "C", "C", "C", "C", "C", "C", "C", "C", "H", "H", "H", "H", "H", "H", "H", "H", "H", "H", "H", "H", "H", "H", "H", "H", "H", "H", "H", "H", "O", "S", "O", "O", "O"],
  "coordinates": [[0.04963, -1.75504, 0.17355], [0.12997, -4.24784, -2.06294], [-0.84443, -3.44468, -1.38026], [-2.07039, -3.99452, -1.13605], [-2.45355, -5.24425, -1.59747], [-3.73362, -5.71164, -1.33773], [-4.63065, -4.93623, -0.62225], [-4.24420, -3.69159, -0.15044], [-2.96192, -3.20890, -0.39059], [-2.48670, -1.95077, 0.09236], [-3.33522, -1.37509, 0.82920], [-3.13662, -0.13758, 1.35888], [-1.97362, 0.67684, 1.21395], [-0.84560, 0.27415, 0.80445], [-2.09236, 2.07317, 1.55662], [-3.19974, 2.58073, 2.13411], [-4.32477, 1.75400, 2.44437], [-5.44846, 2.27503, 3.11158], [-6.52519, 1.47990, 3.41113], [-6.49705, 0.12830, 3.04070], [-5.41454, -0.39990, 2.37978], [-4.29448, 0.39568, 2.05748], [-0.24244, -4.50125, -3.05563], [0.36465, -5.13384, -1.47723], [1.02105, -3.63506, -2.15358], [-1.75770, -5.85658, -2.15142], [-4.02482, -6.68924, -1.70063], [-5.62970, -5.30284, -0.42412], [-4.92607, -3.07630, 0.41500], [-1.22751, 2.68491, 1.32816], [-3.25275, 3.63576, 2.38395], [-5.44367, 3.32382, 3.38900], [-7.38427, 1.88669, 3.92931], [-7.33691, -0.51258, 3.28117], [-5.40450, -1.44573, 2.10907], [1.76990, 0.09766, 2.63724], [0.82538, 0.12357, 3.66211], [-0.09661, -0.81650, 3.88782], [-0.68695, -0.80826, 5.09783], [-0.39521, -1.62883, 2.88001], [-1.14171, -2.73826, 3.09315], [-1.63769, -3.03065, 4.18338], [-1.29050, -3.42246, 2.09709], [2.16402, -0.84102, 2.54021], [1.35593, 0.39417, 1.75704], [1.01801, 0.77915, 4.40025], [-0.22061, -0.33952, 5.85367], [-1.28940, -1.59275, 5.30302], [3.84972, 3.65356, -2.49323], [4.45284, 2.90107, -1.33676], [5.73481, 3.24267, -0.91013], [6.36755, 2.55728, 0.11727], [5.72527, 1.50036, 0.73840], [4.44092, 1.15677, 0.34176], [3.78683, 1.84930, -0.68219], [2.09223, 1.21057, -1.00561], [1.10171, 2.67626, -1.49155], [0.46478, 2.75021, -2.72939], [-0.37485, 3.80759, -3.04303], [-0.58771, 4.81745, -2.11660], [0.03763, 4.75359, -0.88072], [0.87661, 3.69337, -0.54460], [1.54091, 3.66962, 0.80624], [2.27942, 0.22674, -2.52105], [3.48111, 0.14352, -3.22333], [3.64000, -0.73345, -4.28422], [2.56820, -1.54319, -4.65148], [1.37155, -1.47472, -3.96504], [1.18294, -0.60606, -2.86689], [-0.04478, -0.62436, -2.09464], [4.62537, 4.18653, -3.04513], [3.11304, 4.38534, -2.15142], [3.33551, 2.98131, -3.18060], [6.25461, 4.05249, -1.41131], [7.36972, 2.84209, 0.41753], [6.21528, 0.94179, 1.52652], [3.92756, 0.32730, 0.81364], [0.63264, 1.96070, -3.45299], [-0.86405, 3.83899, -4.00958], [-1.24286, 5.64855, -2.35033], [-0.13186, 5.53950, -0.15104], [1.07556, 4.39036, 1.48096], [2.60527, 3.91084, 0.73289], [1.48065, 2.67537, 1.25449], [4.32115, 0.75751, -2.91832], [4.58698, -0.79198, -4.80651], [2.66710, -2.23172, -5.48387], [0.53890, -2.10122, -4.27081], [-0.86498, -1.10817, -2.62992], [-0.37692, 0.36090, -1.76195], [1.15448, -3.73133, 0.56167], [2.45706, -3.10592, 1.03729], [3.60576, -3.81171, 0.53820], [2.31539, -1.70822, 0.40940], [2.41454, -2.93123, 2.49165]],
  "spin_multiplicity": 1,
  "relative_energy_kcal_mol": 6.6,
  "e_lumo_ev": 1.57,
  "homo_energy_ev": -4.275,
  "charge": -1
}



Record 8
{
  "formula": "C3H7IO",
  "method": "ωB97M-V with the def2-TZVPD basis set",
  "elements": ["C", "C", "C", "O", "I", "H", "H", "H", "H", "H", "H", "H"],
  "coordinates": [[1.68922, 0.10416, -1.21283], [0.19295, -0.90607, 0.53627], [0.79760, 0.30219, -0.29615], [0.32032, 1.41348, 0.28084], [-4.60535, 0.13085, 0.41297], [2.21724, 0.74637, -1.83500], [1.83536, -0.92414, -1.45472], [-3.34600, 0.54462, 1.26578], [-0.67601, -0.58655, 0.96255], [0.78002, -1.09526, 1.37183], [0.06033, -1.86622, 0.00318], [0.73431, 2.13657, -0.03471]],
  "spin_multiplicity": 1,
  "relative_energy_kcal_mol": 25.0,
  "e_lumo_ev": 0.66,
  "homo_energy_ev": -9.155,
  "smiles": "C=C(C)O.I"
}